i:
{"formula": "C6H6O", "method": "the ωB97M-V functional and the def2-TZVPD basis", "e_homo_ev": -9.766, "e_lumo_ev": 0.6, "total_charge": 0, "species": ["C", "C", "C", "C", "C", "C", "O", "H", "H", "H", "H", "H", "H"], "coordinates": [[1.550, -1.317, 1.749], [0.671, 0.105, -2.466], [1.023, -0.786, 0.822], [0.205, 0.135, -1.357], [-0.738, 1.302, 0.634], [-0.500, -0.006, -0.172], [-1.610, -0.743, -0.162], [2.014, -2.035, 2.401], [1.211, 0.322, -3.395], [-0.805, 0.827, 1.602], [0.099, 1.968, 0.688], [-1.645, 1.836, 0.274], [-1.476, -1.608, -0.619]]}

ii:
{"formula": "C6H6O", "method": "the ωB97M-V functional and the def2-TZVPD basis", "e_homo_ev": -8.066, "e_lumo_ev": 0.5, "total_charge": 0, "species": ["C", "C", "C", "C", "C", "O", "C", "H", "H", "H", "H", "H", "H"], "coordinates": [[-2.217, 0.034, -1.837], [-1.318, -0.104, -1.042], [-0.257, -0.292, -0.141], [0.528, -1.354, 0.544], [0.086, -0.082, 1.168], [1.619, 1.113, 1.298], [1.134, 1.193, 0.105], [-3.031, 0.126, -2.522], [1.582, -1.505, 0.304], [0.013, -2.243, 0.916], [-0.308, 0.260, 2.114], [0.414, 1.985, -0.160], [1.755, 0.867, -0.748]]}

Verdict on stability: ii comes out at the bottom.

i:
{"formula": "C3H6N2O2S", "method": "the ωB97M-V functional and the def2-TZVPD basis", "e_homo_ev": -8.885, "e_lumo_ev": 0.5, "total_charge": 0, "species": ["C", "C", "C", "H", "H", "H", "H", "H", "H", "N", "N", "O", "O", "S"], "coordinates": [[-2.702, 0.378, 0.073], [0.676, -0.046, 0.112], [1.555, -1.288, 0.271], [-3.954, -1.170, -0.546], [-2.278, -1.582, -0.450], [-3.482, 1.084, 0.205], [1.464, -1.436, 1.359], [1.133, -2.179, -0.226], [2.944, -0.073, -0.038], [-2.980, -0.856, -0.355], [-1.519, 0.725, 0.417], [-0.628, -0.345, 0.113], [2.821, -1.036, -0.213], [1.309, 1.441, -0.167]]}

ii:
{"formula": "C3H6N2O2S", "method": "the ωB97M-V functional and the def2-TZVPD basis", "e_homo_ev": -9.549, "e_lumo_ev": 0.4, "total_charge": 0, "species": ["C", "C", "C", "H", "H", "H", "H", "H", "H", "N", "N", "O", "O", "S"], "coordinates": [[0.459, 1.061, -0.337], [-0.310, 0.739, 1.052], [-1.712, -0.209, 0.704], [1.989, -2.128, 0.179], [2.078, 0.955, -1.560], [0.360, 0.227, 1.826], [-0.826, 1.916, 1.420], [-2.626, 0.109, 1.439], [-1.070, -2.109, -1.596], [1.652, 0.369, -0.755], [-1.830, -1.035, -0.310], [0.092, 2.089, -1.005], [-0.724, -1.258, -1.299], [2.466, -0.725, 0.242]]}

iii:
{"formula": "C3H6N2O2S", "method": "the ωB97M-V functional and the def2-TZVPD basis", "e_homo_ev": [-8.973, -8.972], "e_lumo_ev": [0.1, 0.1], "total_charge": 0, "species": ["C", "C", "C", "N", "N", "O", "O", "S", "H", "H", "H", "H", "H", "H"], "coordinates": [[-0.236, 1.491, 0.115], [0.610, 0.645, 1.157], [-0.798, 0.547, -0.873], [-0.094, -0.532, 1.477], [0.437, -2.314, -0.758], [-0.103, -3.317, -1.071], [1.633, -2.060, -0.664], [-0.830, -1.143, 0.246], [-1.063, 1.881, 0.764], [0.316, 2.361, -0.217], [1.506, 0.344, 0.636], [0.669, 1.045, 2.164], [-1.803, 0.766, -1.223], [-0.243, 0.287, -1.752]]}

iv:
{"formula": "C3H6N2O2S", "method": "the ωB97M-V functional and the def2-TZVPD basis", "e_homo_ev": -9.038, "e_lumo_ev": 0.4, "total_charge": 0, "species": ["C", "C", "C", "N", "N", "O", "O", "S", "H", "H", "H", "H", "H", "H"], "coordinates": [[1.345, 1.014, 0.050], [-1.049, 0.588, -0.329], [-0.832, -0.831, 0.315], [0.047, 1.424, -0.016], [0.065, -1.726, -0.264], [2.095, -1.232, 1.265], [2.260, 1.748, 0.304], [1.690, -0.983, -0.098], [-1.088, 0.224, -1.509], [-2.037, 1.087, -0.042], [-0.623, -0.698, 1.288], [-1.857, -1.291, 0.300], [0.010, 2.457, 0.019], [-0.027, -1.779, -1.284]]}

Verdict on stability: iii comes out at the bottom.

i:
{"formula": "C3H10NS", "method": "the ωB97M-V functional and the def2-TZVPD basis", "e_homo_ev": -13.417, "e_lumo_ev": -6.4, "total_charge": 1, "species": ["C", "N", "H", "H", "H", "H", "C", "C", "S", "H", "H", "H", "H", "H", "H"], "coordinates": [[-2.509, 0.141, -0.662], [-1.628, 1.081, -0.704], [-2.498, -0.651, -1.408], [-3.415, 0.264, -0.067], [-1.137, 1.286, 0.217], [-1.153, 1.433, -1.528], [1.156, -1.441, 0.432], [1.563, -0.037, 0.023], [0.648, 1.196, 1.072], [1.064, -2.151, -0.393], [2.021, -1.933, 0.863], [0.350, -1.518, 1.141], [1.287, 0.318, -0.960], [2.590, 0.241, 0.234], [1.658, 1.771, 1.740]]}

ii:
{"formula": "C3H10NS", "method": "the ωB97M-V functional and the def2-TZVPD basis", "e_homo_ev": -14.319, "e_lumo_ev": -6.0, "total_charge": 1, "species": ["C", "N", "H", "H", "H", "H", "C", "S", "C", "H", "H", "H", "H", "H", "H"], "coordinates": [[-0.791, 0.096, 1.395], [-1.593, 1.297, 1.312], [-1.516, -0.705, 1.283], [-0.102, 0.007, 2.229], [-1.715, 1.729, 2.228], [-1.027, 2.015, 0.871], [-0.577, -1.407, -1.034], [0.568, -0.225, -0.003], [1.807, 0.299, -1.544], [0.267, -1.891, -1.510], [-1.221, -1.959, -0.367], [-1.137, -0.874, -1.798], [2.765, 0.045, -1.112], [1.555, 1.340, -1.688], [1.455, -0.385, -2.305]]}

Verdict on stability: ii comes out at the bottom.